# 1
DFT (ωB97M-V/def2-TZVPD) results for a molecular structure, C12H22N2Re.

Properties
Multiplicity = 2
Charge = +4
Gap between HOMO and LUMO (alpha / beta) = 6.97 / 7.18 eV
Calculated total energy = -17860.2558 eV
Relative energy (zero: lowest compared OMol25 entry of this formula, charge and spin) = 10.7 kJ/mol
LUMO energy (alpha / beta) = -18.54 / -18.15 eV

```
37
Properties=species:S:1:pos:R:3:forces:R:3:lowdin_charge:R:1
Re 0.365 0.373 -0.913 0.110 0.253 -0.024 1.74
C -1.306 -0.735 3.113 -0.315 0.300 -0.263 0.17
C 0.118 -1.611 2.498 0.919 -0.356 -0.086 -0.14
C -0.081 -3.097 2.433 -0.251 0.218 0.076 0.02
C -0.285 -0.668 1.549 -0.446 0.362 0.171 -0.30
C 0.311 0.697 1.381 0.202 -0.452 0.119 -0.07
C -0.436 1.730 0.790 -0.173 0.060 -0.078 -0.07
C -1.657 1.448 0.070 0.114 0.111 -0.038 -0.22
C -2.562 2.507 -0.382 0.014 0.018 -0.014 0.06
C -1.801 0.073 -0.317 -0.428 0.087 -0.072 -0.08
C -1.023 -0.943 0.282 0.242 -0.382 0.169 -0.09
H -1.166 -1.369 4.004 0.081 -0.026 -0.025 0.17
H -2.267 -0.986 2.674 -0.028 -0.093 0.006 0.14
H -1.198 0.302 3.415 0.038 -0.028 0.118 0.13
H 0.930 -1.288 3.153 -0.129 0.052 0.046 0.19
H -1.055 -3.392 2.042 0.017 -0.020 -0.072 0.12
H 0.035 -3.519 3.431 0.004 -0.059 -0.022 0.13
H 0.713 -3.518 1.811 0.028 -0.027 0.001 0.13
H 1.194 0.958 1.962 0.023 0.034 -0.057 0.17
H -0.128 2.765 0.921 0.055 -0.007 -0.064 0.17
H -2.057 3.458 -0.570 -0.011 0.002 -0.007 0.14
H -3.226 2.717 0.484 0.010 -0.033 0.012 0.18
H -3.215 2.214 -1.203 0.017 -0.005 -0.014 0.13
H -2.565 -0.206 -1.040 0.025 0.079 -0.056 0.17
H -1.212 -1.971 -0.023 0.023 -0.007 0.044 0.16
N 0.631 -0.632 -2.779 0.031 -0.004 0.045 -0.06
C 2.098 -0.366 -3.158 -0.093 -0.019 0.023 -0.13
C 2.449 1.071 -2.815 0.022 0.031 0.041 -0.13
N 2.252 1.296 -1.308 -0.092 -0.130 0.070 -0.05
H 0.461 -1.644 -2.810 0.020 -0.005 0.004 0.15
H 0.034 -0.254 -3.526 -0.008 0.002 0.012 0.15
H 2.219 -0.556 -4.226 0.009 0.023 -0.015 0.17
H 2.717 -1.088 -2.622 0.011 0.006 0.013 0.15
H 1.831 1.798 -3.349 -0.020 -0.006 -0.003 0.15
H 3.492 1.286 -3.062 0.008 0.008 0.000 0.17
H 2.352 2.296 -1.100 -0.029 0.025 -0.057 0.15
H 3.037 0.857 -0.809 -0.002 -0.012 0.000 0.15
```
Positions in Å, forces in eV/Å.

# 2
DFT (ωB97M-V/def2-TZVPD) results for 2 unconnected molecules or ions with the total composition C4H6N2O in a non-equilibrium geometry.

Properties
SMILES = [H]/N=C/N.C=C=C=O
Multiplicity = 1
Gap between HOMO and LUMO = 7.81 eV
Calculated total energy = -9269.8935 eV
Relative energy (zero: lowest compared OMol25 entry of this formula, charge and spin) = 348.2 kJ/mol
LUMO energy = -1.03 eV

```
13
Properties=species:S:1:pos:R:3:forces:R:3:lowdin_charge:R:1
C 1.421 0.941 0.168 0.615 -0.285 -1.066 -0.21
C 1.136 2.166 -0.098 0.448 0.359 0.457 -0.06
N -0.088 -2.291 0.177 -0.336 0.370 0.094 0.07
C -1.293 -1.811 -0.265 0.545 -1.498 -1.146 -0.40
C 1.068 3.464 0.107 -0.657 0.033 0.027 0.05
N -2.354 -2.416 0.082 -0.478 0.275 0.523 0.04
O 1.889 -0.138 0.115 -0.446 0.410 0.556 0.11
H 0.781 -1.849 -0.064 -0.165 -0.032 0.249 0.04
H -0.139 -2.951 0.938 0.189 0.085 -0.109 0.09
H -3.202 -2.093 -0.370 0.225 0.250 -0.089 0.02
H -1.195 -1.140 -1.133 -0.139 0.354 0.512 0.12
H 0.566 3.922 0.952 0.049 -0.198 0.333 0.07
H 1.412 4.197 -0.609 0.150 -0.123 -0.342 0.06
```
Positions in Å, forces in eV/Å.

# 3
DFT (ωB97M-V/def2-TZVPD) results for 3 unconnected molecules or ions with the total composition C4H14O2S in a non-equilibrium geometry.

Properties
Multiplicity = 2
Charge = +1
Gap between HOMO and LUMO (alpha / beta) = 10.95 / 5.84 eV
Calculated total energy = -19296.5255 eV
Relative energy (zero: lowest compared OMol25 entry of this formula, charge and spin) = 20.5 kJ/mol
LUMO energy (alpha / beta) = -3.11 / -8.21 eV

```
21
Properties=species:S:1:pos:R:3:forces:R:3:lowdin_charge:R:1
C 0.919 2.018 -0.401 -0.261 0.465 0.502 -0.10
C 1.150 0.777 0.441 -0.783 -0.288 -0.090 -0.29
C -0.139 0.279 1.150 0.038 0.188 0.149 -0.41
S -1.279 -0.321 -0.093 0.097 -0.325 0.280 1.18
C -1.987 -1.872 0.483 -0.099 0.455 -0.048 -0.27
H 0.413 2.804 0.170 -0.074 -0.172 0.119 0.09
H 1.869 2.473 -0.665 0.034 -0.217 -0.479 0.09
H 0.290 1.819 -1.268 0.289 0.042 -0.245 0.06
H 1.818 1.006 1.266 0.372 -0.235 -0.055 0.12
H 1.493 -0.049 -0.183 0.582 0.119 0.214 0.11
H -0.574 1.155 1.646 -0.377 -0.100 -0.139 0.11
H 0.015 -0.484 1.912 0.119 -0.156 -0.180 0.09
H -3.056 -1.662 0.398 -0.154 -0.232 0.097 0.07
H -1.754 -2.687 -0.204 0.141 0.166 -0.192 0.08
H -1.713 -2.144 1.495 0.133 0.197 0.106 0.07
H 2.824 -2.021 1.886 1.009 0.827 -0.375 0.01
H 2.584 -1.921 3.484 0.463 0.169 -0.715 0.05
O 2.400 -2.369 2.648 -1.514 -0.926 1.052 -0.05
H -1.441 1.114 -3.996 -0.039 -0.098 -0.828 0.03
H -2.350 1.190 -5.223 -0.173 0.071 -0.144 0.03
O -1.481 0.894 -4.947 0.196 0.047 0.970 -0.06
```
Positions in Å, forces in eV/Å.

# 4
DFT (ωB97M-V/def2-TZVPD) results for a molecular structure, C7H18ClIO2PPrS in a non-equilibrium geometry.

Properties
Multiplicity = 3
Charge = +2
Gap between HOMO and LUMO (alpha / beta) = 7.00 / 7.03 eV
Calculated total energy = -66443.2712 eV
LUMO energy (alpha / beta) = -8.48 / -8.45 eV

```
32
Properties=species:S:1:pos:R:3:forces:R:3:lowdin_charge:R:1
C 0.499 3.353 -4.345 0.240 -0.012 -0.344 -0.46
I -0.194 2.441 -2.512 -0.127 0.007 0.131 0.82
H 1.541 3.067 -4.477 -0.205 0.016 0.097 0.01
H 0.392 4.433 -4.233 -0.054 -0.302 0.194 0.02
H -0.126 2.973 -5.154 0.067 0.000 0.293 0.01
Pr 0.122 -0.108 0.467 9.095 1.114 1.453 0.26
P -0.789 -2.054 -0.806 -1.594 -3.241 -2.096 0.62
C -2.507 -2.025 -1.273 -0.832 -0.155 -0.300 -0.23
C 0.157 -2.260 -2.323 0.327 0.129 -0.379 -0.21
H 0.520 -3.645 0.435 -0.234 -0.079 -0.147 0.05
H -0.813 -4.415 -0.490 0.026 -0.063 0.185 0.08
H -1.149 -3.554 1.045 0.054 -0.129 -0.196 0.07
C -0.533 -3.564 0.137 0.074 -0.327 0.363 -0.21
H 1.229 -2.301 -2.092 -0.259 -0.096 -0.097 0.05
H -0.160 -3.190 -2.803 0.088 0.089 -0.074 0.08
H -2.733 -2.940 -1.824 -0.284 0.098 -0.022 0.08
H -2.722 -1.153 -1.905 0.052 -0.234 0.029 0.07
H -0.020 -1.414 -2.999 0.001 -0.199 0.056 0.06
H -3.148 -1.963 -0.384 0.088 -0.135 -0.199 0.07
C -1.763 0.728 0.403 -4.557 1.452 -0.259 -0.28
O -2.727 1.211 0.390 -5.325 2.795 -0.126 0.33
Cl 2.163 -1.205 0.466 3.435 -2.065 -0.037 0.31
C 1.058 0.451 3.769 -0.219 -0.036 0.320 -0.20
S 0.235 1.920 3.052 3.400 0.128 0.549 1.02
C 1.567 3.091 3.471 -0.199 0.610 0.682 -0.19
O 0.770 1.667 1.619 -1.448 0.653 -0.712 -0.72
H 1.056 0.541 4.853 -0.082 -0.221 0.100 0.08
H 2.097 0.370 3.390 -0.677 0.379 0.073 0.09
H 0.496 -0.452 3.470 0.055 0.299 0.285 0.06
H 2.535 2.739 3.067 -0.778 -0.206 0.065 0.09
H 1.325 4.070 3.030 -0.098 -0.388 0.141 0.08
H 1.625 3.185 4.557 -0.032 0.120 -0.025 0.08
```
Positions in Å, forces in eV/Å.

# 5
DFT (ωB97M-V/def2-TZVPD) results for a molecular structure, C22H26Cl2N5O2Rb.

Properties
Multiplicity = 1
Gap between HOMO and LUMO = 6.49 eV
Calculated total energy = -60483.7156 eV
Relative energy (zero: lowest compared OMol25 entry of this formula, charge and spin) = 129.5 kJ/mol
LUMO energy = -0.02 eV

```
58
Properties=species:S:1:pos:R:3:forces:R:3:lowdin_charge:R:1
Rb 2.753 0.842 -0.438 0.537 -0.474 -0.304 0.94
C 3.675 -0.634 2.693 0.027 0.000 0.020 -0.11
C 3.879 -1.518 1.639 0.091 0.060 -0.073 -0.16
C 2.855 -2.359 1.225 -0.037 0.004 0.014 -0.12
C 1.634 -2.339 1.888 0.008 0.005 -0.015 -0.09
C 1.442 -1.477 2.958 -0.007 0.019 -0.027 -0.08
C 2.455 -0.613 3.353 -0.004 0.012 -0.019 -0.07
H 4.469 0.037 2.999 0.007 -0.019 0.021 0.11
H 4.839 -1.536 1.134 0.001 -0.046 0.009 0.10
H 2.999 -3.032 0.388 0.016 -0.010 0.025 0.10
H 0.840 -2.991 1.548 -0.001 0.011 0.011 0.09
H 0.496 -1.462 3.481 -0.041 0.015 -0.006 0.10
H 2.291 0.077 4.169 -0.001 0.001 0.002 0.11
N -0.774 -1.046 -4.930 -0.319 -0.540 0.215 0.12
C -0.765 -1.322 -3.466 0.014 -0.075 0.118 -0.35
C -1.629 -0.302 -2.747 -0.045 0.072 -0.008 -0.10
C -1.485 -0.449 -1.231 0.041 0.035 0.033 -0.37
N -0.137 -0.015 -0.844 -0.043 0.005 -0.093 0.02
C -1.761 -1.888 -0.792 -0.111 -0.027 0.001 -0.11
C -1.028 -2.964 -1.597 0.055 -0.018 0.069 -0.37
N 0.372 -3.028 -1.171 -0.027 0.018 -0.062 0.06
C -1.212 -2.725 -3.104 -0.010 -0.012 -0.055 -0.11
H 0.057 -0.100 -5.087 -0.463 0.008 -0.315 0.02
H -1.723 -0.857 -5.247 0.073 0.093 -0.018 0.14
H -0.446 -1.854 -5.451 0.026 -0.063 0.007 0.13
H 0.267 -1.186 -3.137 0.010 0.005 -0.058 0.12
H -2.678 -0.451 -3.034 0.006 -0.020 0.006 0.13
H -1.354 0.714 -3.046 0.022 0.003 0.017 0.13
H -2.248 0.189 -0.764 0.007 0.000 0.015 0.14
H -0.100 0.116 0.172 -0.176 0.026 -0.002 0.03
H -0.033 0.941 -1.180 0.138 0.029 0.048 0.05
H -2.838 -2.066 -0.873 0.011 -0.004 -0.020 0.12
H -1.502 -2.000 0.264 0.007 -0.002 0.006 0.11
H -1.487 -3.929 -1.360 0.020 -0.002 0.001 0.13
H 0.761 -2.089 -1.136 -0.009 -0.014 -0.002 0.04
H 0.925 -3.587 -1.810 -0.003 -0.012 0.018 0.08
H -2.266 -2.856 -3.375 -0.003 -0.007 0.002 0.13
H -0.637 -3.472 -3.663 0.007 0.001 0.018 0.12
Cl 1.710 5.401 0.477 0.010 -0.017 -0.006 0.66
C 0.571 4.514 1.451 -0.004 0.097 0.084 -0.59
C -0.168 5.222 2.402 0.043 0.009 -0.054 -0.14
C -1.074 4.582 3.197 -0.024 -0.088 -0.004 -0.63
Cl -1.986 5.497 4.371 -0.003 0.015 0.012 0.65
C -1.284 3.190 3.060 -0.006 0.083 0.050 -0.18
C -2.230 2.468 3.821 0.001 -0.014 -0.016 -0.04
C -2.398 1.131 3.604 0.009 0.025 -0.013 -0.06
C -1.605 0.511 2.623 -0.019 -0.064 0.047 -0.16
N -0.704 1.140 1.912 0.028 0.005 -0.005 0.11
C -0.522 2.472 2.101 -0.042 0.001 -0.127 -0.13
C 0.465 3.132 1.245 -0.011 0.080 0.078 -0.44
O 1.160 2.497 0.396 -0.557 0.234 0.247 -0.37
H -0.015 6.288 2.500 -0.006 0.001 0.011 0.10
H -2.819 2.992 4.561 0.001 -0.002 0.007 0.08
H -3.123 0.555 4.162 0.001 -0.001 0.005 0.10
H -1.729 -0.552 2.425 0.026 0.007 -0.002 0.10
O 0.820 0.771 -5.178 0.664 0.392 0.170 0.02
C 1.640 0.729 -4.223 -0.040 0.223 -0.135 -0.48
N 2.385 0.694 -3.333 0.105 -0.065 0.051 0.04
```
Positions in Å, forces in eV/Å.